17
Properties=species:S:1:pos:R:3:forces:R:3 method="wB97M-V/def2-TZVPD" de_lowest_kj_mol=120.2 homo_lumo_gap_ev=10.91 smiles="CC[C@@H](O)CC=O"
O -1.8013 -0.8071 1.7626 0.86 0.11 0.08
O -0.9828 1.3086 0.1237 -0.66 0.06 0.17
C -0.6448 -0.8060 2.1408 -0.39 -0.11 -0.15
C 0.0112 0.0077 -2.3464 0.02 -0.01 -0.06
C 0.4953 -0.0277 1.5280 -0.04 0.17 0.11
C 0.1760 -0.5512 -0.9358 -0.01 -0.01 0.07
C 0.1897 0.5347 0.1397 0.30 0.06 -0.26
H -0.3727 -1.4218 3.0120 0.03 -0.04 0.18
H 0.7505 0.7905 2.2227 -0.32 -0.10 -0.07
H 1.4120 -0.6365 1.5292 -0.32 -0.11 -0.10
H 1.1154 -1.1093 -0.8649 -0.03 -0.02 -0.03
H -0.9631 0.4903 -2.4738 0.19 -0.08 0.04
H 0.9610 1.2658 -0.1059 0.29 -0.12 -0.06
H 0.1036 -0.7947 -3.0872 -0.07 0.16 0.10
H 0.7875 0.7525 -2.5651 -0.14 -0.12 0.05
H -0.6349 -1.2550 -0.7086 0.09 0.03 -0.05
H -1.7146 0.7383 0.4127 0.19 0.13 -0.02

***

85
Properties=species:S:1:pos:R:3:forces:R:3 method="wB97M-V/def2-TZVPD" charge=+4 homo_lumo_gap_ev="5.86 / 5.06" multiplicity=5
Ru -0.6231 -0.7376 0.3367 -3.08 1.87 2.70
Br -1.8440 -3.5151 1.2263 1.71 -0.05 0.01
P -0.0242 0.2177 -1.5555 0.39 1.62 -3.23
P -3.2212 -0.8113 0.4685 0.13 0.63 -1.18
N 7.4669 1.7668 -0.8100 -2.81 -2.94 2.04
N -0.2728 1.0599 1.4569 0.14 -0.81 -0.08
N -1.2729 1.7945 2.0081 -0.45 0.43 -0.04
C -1.6975 2.5465 -1.7043 -0.32 0.18 0.01
C -5.2443 -2.4341 -0.7627 -0.68 -0.10 -0.14
C 7.0418 1.9610 0.4421 1.10 1.62 0.33
C 2.2175 -3.2587 -0.4612 -0.34 -0.06 -0.22
C -3.5120 -0.9997 2.2872 0.73 0.02 -0.15
C 5.7789 -0.0977 0.4226 0.77 0.16 -0.65
C 1.7617 -0.0271 -1.9783 0.05 -0.76 0.46
C 4.2135 -2.0124 0.3236 0.33 -0.74 0.08
C 0.5021 3.0482 2.1269 0.64 -0.30 -0.29
C -0.8533 3.0108 2.4033 -0.20 -0.34 -0.09
C -1.0201 -0.4433 -2.9570 -0.26 -0.24 0.22
C 2.1093 -1.9486 1.6289 -1.33 0.30 0.00
C 7.0573 0.6836 -1.4768 0.86 0.06 -1.60
C 2.1843 1.4032 1.1018 0.67 -0.25 -0.25
C 4.8217 -1.0031 1.0186 -0.16 -0.39 0.55
C -0.6018 -1.8164 -3.4769 0.02 -0.25 -0.22
C -3.7770 -2.0555 -0.7643 0.85 -0.96 0.35
C 6.2128 1.0563 1.1101 0.18 -0.60 -0.90
C -4.6340 -1.9573 2.6584 -0.37 -0.21 0.46
C 0.8460 -3.3035 -0.5562 0.73 -0.81 -0.36
C -0.2661 2.0366 -1.7701 0.09 0.04 0.74
C 2.8451 -2.4277 0.5179 0.54 -0.02 0.85
C 0.8528 1.8143 1.5666 -1.31 0.97 0.54
C -1.7705 4.0129 2.9878 -0.24 0.45 0.19
C -4.1701 0.6727 -0.0257 0.77 0.34 -0.21
C 2.6510 1.1819 -2.3204 0.19 0.14 -0.14
C 0.7051 -1.9358 1.5481 1.95 -1.29 0.04
C 6.2067 -0.2760 -0.9163 0.45 0.97 0.78
C 0.1301 -2.4536 0.2962 -0.30 -1.55 1.71
C -5.5928 0.7075 0.5162 -0.44 -0.11 0.18
H 3.4120 1.3402 -1.5449 -0.24 -0.04 -0.21
H -6.1721 -0.1806 0.2383 0.15 0.29 0.11
H -5.3335 -3.3926 -1.2882 -0.09 0.22 0.09
H 2.2129 0.3404 0.8317 0.02 0.38 -0.01
H -2.8121 3.8715 2.6593 0.37 0.01 0.09
H -5.6117 0.8104 1.6071 -0.05 0.01 -0.22
H 5.9305 1.2303 2.1469 0.20 0.21 -0.25
H -4.5542 -2.1328 3.7374 -0.14 -0.02 -0.18
H -3.1625 -2.9530 -0.5529 -0.66 0.71 -0.53
H 2.2015 -0.5784 -1.1295 -0.12 0.10 -0.34
H 4.7693 -2.5586 -0.4509 -0.42 0.72 -0.23
H 5.9190 -1.1504 -1.4982 0.26 0.44 -0.06
H -1.7490 3.4941 -2.2559 -0.11 -0.25 0.16
H -2.0602 -0.4663 -2.5966 0.30 0.13 -0.17
H 1.7504 -0.7467 -2.8112 -0.08 0.16 0.24
H -5.6534 -2.5718 0.2460 0.07 0.04 -0.37
H 7.3968 2.8592 0.9485 -0.03 -0.06 -0.04
H 2.8660 -3.8207 -1.1427 -0.39 0.19 0.14
H -2.0126 2.7507 -0.6758 0.10 -0.07 -0.15
H -4.5169 -2.9277 2.1627 -0.14 0.22 0.11
H 0.2293 -1.7249 -4.1863 -0.18 -0.11 0.16
H 2.9347 1.5720 1.8887 -0.28 0.01 -0.18
H -5.6337 -1.5451 2.4668 0.34 -0.18 -0.09
H 4.5934 -0.8406 2.0806 -0.45 0.38 -0.58
H 1.1711 3.8808 2.2659 -0.04 0.04 0.18
H -1.4411 -2.2784 -4.0135 0.27 0.13 0.08
H -1.7530 3.9684 4.0878 0.05 0.01 -0.30
H 2.1020 2.1200 -2.4442 0.30 -0.25 -0.03
H -2.4195 1.8550 -2.1517 0.14 0.21 -0.04
H 0.1696 2.2816 -2.7502 -0.10 -0.36 0.19
H -3.6777 0.0053 2.7089 -0.13 -0.21 -0.27
H 3.1843 0.9773 -3.2582 -0.20 0.14 0.23
H 0.0753 -1.8322 2.4510 0.38 0.22 -0.43
H -0.2987 -2.5101 -2.6823 -0.14 0.21 -0.19
H 2.4753 2.0152 0.2360 -0.01 -0.22 0.24
H -3.6151 1.5667 0.2928 -0.20 -0.11 -0.07
H -1.4455 5.0208 2.6893 -0.15 -0.32 0.16
H -2.2252 1.4466 2.1066 0.54 0.01 -0.13
H -2.5714 -1.3754 2.7226 -0.32 0.21 -0.11
H -6.0956 1.5787 0.0853 0.03 -0.12 0.12
H -4.1610 0.6823 -1.1245 -0.03 0.01 0.21
H -5.8482 -1.7020 -1.3099 0.03 -0.19 0.20
H 0.2857 -3.9613 -1.2206 0.42 0.16 -0.06
H -3.4619 -1.7035 -1.7593 -0.10 0.22 0.37
H 0.3470 2.5461 -1.0107 -0.09 -0.08 -0.27
H 7.4291 0.5510 -2.4930 0.01 0.06 0.08
H -0.9717 0.3041 -3.7637 0.02 -0.06 0.28
H 2.5955 -1.5758 2.5381 -0.13 -0.18 -0.45

***

Energy for every record listed, in sequence, given in eV: -9441.7967 -127515.6301.
Molecular weight for every record listed, in sequence, given in u: 102.13 693.66.